Record 1
{"formula": "C9H11O5S", "method": "wB97M-V/def2-TZVPD", "homo_ev": -4.496, "de_lowest_ev": 0.360, "charge": -1, "gap_ha": 0.2869, "total_energy_ha": -1123.9494, "elements": ["C", "C", "C", "C", "C", "C", "C", "C", "C", "O", "O", "O", "O", "O", "S", "H", "H", "H", "H", "H", "H", "H", "H", "H", "H", "H"], "positions_angstrom": [[-2.543, 0.823, 2.192], [-1.445, 1.633, 2.257], [-2.679, -0.303, 1.449], [-0.215, 1.191, 1.565], [-1.516, -0.788, 0.927], [-0.313, -0.059, 0.880], [2.203, -0.432, 0.558], [0.762, 0.493, -1.454], [0.823, -0.672, 0.160], [-0.308, -0.577, -3.432], [1.935, 0.191, -3.863], [1.641, -1.813, -2.455], [-0.407, 1.134, -1.599], [0.580, -1.955, -0.243], [1.049, -0.526, -2.902], [-3.409, 1.305, 2.639], [-1.466, 2.592, 2.788], [-3.602, -0.937, 1.336], [0.642, 1.814, 1.600], [-1.334, -1.688, 0.262], [2.253, 0.482, 1.150], [2.816, -0.189, -0.326], [2.695, -1.302, 0.924], [1.586, 1.248, -1.228], [-0.893, 0.502, -2.202], [1.146, -2.167, -0.983]], "lowdin_charge": [-0.17, -0.08, -0.10, 0.02, -0.03, -0.17, -0.04, -0.32, -0.43, -0.35, -0.38, -0.35, -0.06, -0.04, 0.51, 0.09, 0.09, 0.12, 0.08, 0.14, 0.08, 0.09, 0.08, 0.14, 0.09, 0.02]}

---

Record 2
{"formula": "C9H11OP", "method": "wB97M-V/def2-TZVPD", "homo_ev": -8.784, "de_lowest_ev": 1.111, "gap_ha": 0.3541, "total_energy_ha": -766.0652, "elements": ["C", "C", "C", "C", "C", "C", "C", "C", "C", "O", "P", "H", "H", "H", "H", "H", "H", "H", "H", "H", "H", "H"], "positions_angstrom": [[-1.457, 1.230, -2.046], [-0.627, 0.250, -2.591], [-1.521, 1.409, -0.651], [0.274, -0.497, -1.852], [-0.691, 0.603, 0.133], [0.259, -0.277, -0.461], [-0.537, 0.581, 1.600], [1.114, -0.886, 0.655], [0.859, 0.103, 1.843], [1.834, 1.125, 1.680], [1.059, -2.763, 1.074], [-2.310, 1.656, -2.609], [-0.289, 0.227, -3.639], [-2.421, 1.964, -0.314], [0.845, -1.278, -2.281], [-0.581, 1.590, 1.913], [-1.378, -0.095, 2.077], [2.226, -0.735, 0.297], [1.018, -0.327, 2.756], [1.951, 1.560, 0.779], [0.497, -2.814, -0.187], [-0.126, -2.625, 1.824]], "lowdin_charge": [-0.09, -0.11, -0.03, -0.04, -0.19, -0.19, -0.11, -0.47, -0.39, -0.06, 0.85, 0.11, 0.11, 0.12, 0.10, 0.11, 0.17, 0.13, 0.11, 0.14, -0.13, -0.12]}

---

Record 3
{"formula": "C9H11PS", "method": "wB97M-V/def2-TZVPD", "homo_ev": -8.242, "de_lowest_ev": 2.925, "gap_ha": 0.2699, "total_energy_ha": -1088.9671, "elements": ["C", "C", "C", "C", "C", "C", "C", "C", "C", "P", "S", "H", "H", "H", "H", "H", "H", "H", "H", "H", "H", "H"], "positions_angstrom": [[-0.144, -1.483, 1.359], [0.951, -0.846, 1.196], [-0.687, -1.878, 0.056], [-0.342, 1.520, 0.461], [-1.617, 1.209, 0.358], [1.276, -0.718, -0.256], [0.599, 1.605, -0.737], [0.052, -1.354, -0.908], [1.711, 0.674, -0.622], [-2.412, 0.577, -1.107], [-3.888, -0.516, -0.544], [-0.641, -1.758, 2.355], [1.432, -0.354, 2.046], [-1.782, -2.222, 0.092], [0.136, 1.556, 1.492], [-2.205, 1.068, 1.137], [-0.028, 1.362, -1.594], [0.805, 2.739, -0.895], [2.122, -1.484, -0.538], [0.050, -1.431, -2.027], [2.313, 1.038, 0.208], [2.299, 0.696, -1.532]], "lowdin_charge": [-0.12, -0.13, -0.14, -0.16, -0.42, -0.30, -0.24, -0.11, -0.20, 0.44, 0.12, 0.14, 0.13, 0.09, 0.13, -0.01, 0.06, 0.15, 0.19, 0.13, 0.12, 0.12]}

---

Record 4
{"formula": "C9H12AlF3IO9S", "method": "wB97M-V/def2-TZVPD", "homo_ev": -5.983, "charge": -1, "gap_ha": 0.2953, "total_energy_ha": -2265.1961, "elements": ["O", "S", "O", "F", "Al", "I", "C", "C", "C", "O", "H", "H", "H", "H", "H", "H", "C", "C", "O", "C", "O", "O", "F", "H", "H", "H", "C", "C", "O", "C", "O", "O", "F", "H", "H", "H"], "positions_angstrom": [[-0.317, -2.668, 1.806], [-0.709, -1.238, 1.327], [-1.837, -0.754, 2.300], [0.659, -0.158, 1.296], [-1.674, -1.471, -0.771], [-3.716, -3.064, -0.520], [-0.286, -2.237, -2.071], [1.111, -1.131, -2.149], [1.179, -0.182, -3.601], [0.768, 0.393, -2.116], [-2.159, -0.081, -1.373], [0.187, -3.271, -1.734], [-0.706, -2.302, -3.161], [2.197, -1.535, -1.668], [0.203, 0.316, -4.009], [2.284, 0.054, -3.908], [-3.513, -0.675, 5.298], [-4.369, -1.853, 4.981], [-5.417, -1.761, 5.919], [-5.544, -0.430, 6.179], [-6.513, 0.071, 6.726], [-4.456, 0.278, 5.746], [-3.701, -3.008, 5.201], [-2.793, -0.877, 6.098], [-2.970, -0.308, 4.423], [-4.782, -1.849, 3.967], [4.891, 3.657, -2.750], [5.321, 2.309, -3.217], [4.242, 1.877, -4.015], [3.692, 3.019, -4.515], [2.917, 3.050, -5.457], [4.120, 4.128, -3.837], [5.449, 1.456, -2.177], [4.264, 3.614, -1.852], [5.738, 4.320, -2.554], [6.240, 2.312, -3.812]], "lowdin_charge": [-0.45, 0.70, -0.47, -0.34, -0.17, 0.21, -0.27, -0.22, -0.03, -0.29, -0.08, 0.06, 0.05, 0.16, 0.12, 0.07, -0.07, -0.33, 0.13, -0.51, 0.13, 0.07, 0.08, 0.15, 0.12, 0.18, -0.08, -0.33, 0.13, -0.50, 0.14, 0.07, 0.08, 0.15, 0.14, 0.17]}

---

Record 5
{"formula": "C9H12AlN2O4S", "method": "wB97M-V/def2-TZVPD", "homo_ev": [-21.249, -21.256], "charge": 3, "gap_ha": [0.1571, 0.1589], "total_energy_ha": -1399.8591, "elements": ["Al", "C", "O", "C", "O", "C", "O", "C", "O", "C", "H", "H", "C", "H", "H", "C", "N", "C", "S", "N", "C", "H", "H", "H", "H", "H", "H", "H", "H"], "positions_angstrom": [[-0.628, 1.398, -0.452], [-0.231, -0.554, -1.270], [0.496, -1.531, -1.170], [-1.512, 0.535, -3.032], [-1.229, 0.076, -4.127], [1.092, 0.919, -1.507], [2.088, 0.717, -2.084], [-1.619, -0.407, -1.852], [-2.621, -0.996, -1.465], [-1.712, 2.586, -1.410], [-2.698, 2.770, -0.957], [-1.234, 3.573, -1.497], [-1.896, 1.991, -2.810], [-1.347, 2.576, -3.558], [-2.967, 2.060, -3.099], [0.296, -2.469, 2.609], [0.014, -1.048, 2.802], [0.473, -0.109, 1.965], [-0.484, 1.324, 1.786], [1.644, -0.251, 1.341], [2.780, -0.945, 1.933], [1.211, -2.750, 3.139], [0.375, -2.731, 1.546], [-0.538, -3.022, 3.051], [-0.891, -0.823, 3.212], [1.885, 0.473, 0.664], [2.901, -1.942, 1.493], [3.692, -0.372, 1.730], [2.660, -1.048, 3.019]], "lowdin_charge": [0.34, -0.13, 0.35, -0.27, 0.31, 0.10, 0.37, -0.19, 0.40, -0.14, 0.13, 0.13, -0.09, 0.17, 0.19, 0.00, 0.04, -0.70, 1.04, -0.01, 0.00, 0.11, 0.10, 0.13, 0.16, 0.10, 0.11, 0.13, 0.12]}

---

Record 6
{"formula": "C9H12AsF7N4OPS", "method": "wB97M-V/def2-TZVPD", "homo_ev": -6.220, "charge": -1, "gap_ha": 0.2779, "total_energy_ha": -4319.0319, "elements": ["N", "C", "C", "C", "C", "C", "F", "C", "C", "P", "N", "O", "C", "N", "S", "N", "C", "H", "H", "H", "H", "H", "H", "H", "H", "H", "H", "H", "H", "F", "As", "F", "F", "F", "F", "F"], "positions_angstrom": [[-2.211, -0.758, 3.515], [-3.190, -0.151, 2.574], [-2.798, 1.363, 2.356], [-3.089, 1.797, 0.862], [-1.749, 1.660, 0.094], [-0.860, 2.690, 0.161], [-1.212, 3.791, 0.861], [0.436, 2.580, -0.514], [0.754, 1.443, -1.215], [2.435, 1.283, -2.052], [3.530, 2.045, -0.920], [2.715, -0.327, -2.048], [-0.186, 0.340, -1.316], [-0.084, -0.814, -1.952], [-1.411, -1.711, -1.697], [-2.236, -0.641, -0.763], [-1.497, 0.441, -0.626], [-1.803, -0.030, 4.098], [-1.429, -1.129, 2.978], [-3.123, -0.711, 1.630], [-4.205, -0.152, 3.013], [-3.293, 2.024, 3.089], [-1.706, 1.458, 2.507], [-3.468, 2.830, 0.795], [-3.833, 1.141, 0.379], [1.154, 3.406, -0.423], [3.322, 1.688, 0.019], [3.301, 3.039, -0.888], [2.635, -0.661, -1.136], [2.334, -2.961, -0.853], [3.302, -3.992, -1.915], [4.690, -2.955, -1.644], [2.836, -3.016, -3.288], [4.264, -5.014, -2.966], [1.908, -5.025, -2.178], [3.766, -4.970, -0.536]], "lowdin_charge": [-0.03, -0.26, -0.17, -0.12, -0.12, -0.22, 0.06, -0.03, -0.28, 0.82, -0.20, -0.32, -0.33, -0.22, 1.04, -0.24, -0.31, 0.05, 0.06, 0.08, 0.10, 0.10, 0.10, 0.10, 0.10, 0.10, 0.03, 0.01, 0.05, -0.30, 0.75, -0.28, -0.27, -0.28, -0.29, -0.28]}